# 1
Molecular formula: C16H19N3O3
Method: DFT, ωB97M-V with the def2-TZVPD basis set

Structure (XYZ):
```
41
Properties=species:S:1:pos:R:3:forces:R:3:lowdin_charge:R:1
H -0.06893 2.87470 1.27834 0.175 -0.854 0.367 0.13
C -3.42208 -0.32294 3.54668 1.619 1.629 -1.171 0.00
H -2.82810 0.24316 4.29859 -1.270 -0.632 0.197 0.13
H 4.30614 -1.33336 -2.36532 -0.041 -0.773 -0.010 0.11
N -1.41219 1.24523 0.73359 1.057 1.171 -1.990 0.04
C 0.97424 1.51441 -0.22053 0.726 0.467 1.561 -0.57
C 2.50870 -0.36791 -0.35171 -0.446 -1.176 0.250 -0.21
C 1.28657 -0.53400 -1.30212 -0.132 0.231 -1.313 -0.20
C -4.10975 -1.83518 1.28847 -3.436 -3.802 1.005 -0.05
H 2.55158 0.84286 -3.59448 -0.385 0.468 0.191 0.11
N -2.92290 -0.32164 -0.08907 0.500 0.728 -1.901 0.12
O 1.97492 2.42649 -0.56814 -0.373 1.839 -0.684 0.01
H -4.43666 -2.37214 0.37964 0.570 0.274 0.550 0.12
C 3.91858 -0.33027 -2.41466 0.626 1.743 -0.831 -0.20
H 3.03770 -0.65915 -4.35214 -0.351 0.218 0.685 0.13
H 1.08157 -0.03930 1.37434 1.151 0.694 -1.327 0.16
C -2.96152 0.06390 2.24685 -0.524 -1.652 0.585 -0.06
C 1.74552 0.56233 0.63430 -0.117 -1.942 2.554 -0.06
H 4.69510 0.28557 -2.90743 0.091 -0.286 0.651 0.12
H 4.46768 0.51770 -0.60932 0.673 -0.114 0.952 0.11
H 1.71076 -2.00792 -2.74758 0.365 -0.147 -0.197 0.12
C 2.72637 -0.19738 -3.38215 1.935 -1.311 0.383 -0.18
O 0.62555 0.79146 -1.31863 -0.612 -1.940 -1.469 -0.03
O -1.17635 1.46282 2.91880 -0.473 -0.097 0.185 0.05
H 0.77511 -0.72399 -3.39957 -1.778 0.036 -0.363 0.10
C -4.34074 -1.34966 3.67600 1.343 -1.217 -2.912 -0.06
H 2.45306 1.13111 1.19886 0.209 0.290 0.802 0.12
H 2.70141 1.88894 -0.97126 -0.438 0.278 0.179 0.08
H -4.64997 -1.67458 4.60190 -0.735 -0.419 2.046 0.06
C -0.29999 2.22587 0.43330 0.695 -1.027 -0.067 0.04
C -2.04084 0.62953 -0.31181 -2.184 -2.625 1.511 -0.10
H -5.25434 -3.13580 2.76595 0.790 0.948 -0.664 0.11
C 1.58478 -0.92713 -2.76130 -0.141 0.042 0.875 -0.15
C -1.82635 0.97787 1.99317 0.805 0.524 2.960 -0.38
C -4.60915 -2.24444 2.55120 0.178 2.150 0.740 -0.02
H 0.55860 -1.27548 -0.92235 0.384 0.401 0.242 0.16
H -0.66258 2.94208 -0.26117 -0.521 0.327 -1.149 0.12
H -1.75420 0.87574 -1.32281 0.005 0.123 0.051 0.13
C -3.38610 -0.72511 1.17988 3.166 3.959 -1.622 -0.27
H 2.82533 -1.35928 0.16179 -0.733 1.425 -0.832 0.17
N 3.65348 0.23487 -1.08808 -2.374 0.049 -1.018 -0.03
```
Forces are in eV/Å.

Orbital gap ... 9.01 eV
SMILES ... O=c1c2ccccc2ncn1C[C@@]1(O)C[C@@H]2NCCC[C@@H]2O1
HOMO ... -0.3142 Ha

=====

# 2
Molecular formula: C5H12O3
Method: DFT, ωB97M-V with the def2-TZVPD basis set

Structure (XYZ):
```
20
Properties=species:S:1:pos:R:3:forces:R:3:lowdin_charge:R:1
H -1.13461 1.51145 2.78252 0.083 0.655 -0.261 0.07
C -0.51169 0.44234 -0.39270 1.402 0.541 0.069 -0.09
H -1.53269 -1.60805 -1.35770 0.098 -0.053 -0.587 -0.01
H 1.76757 -0.78605 -2.68351 -0.034 -0.050 -0.174 0.06
H -2.25075 -2.10201 -0.19004 -0.347 -0.437 -0.537 0.04
C 0.98483 -0.15135 -2.29415 -0.364 -0.295 0.234 0.02
C -1.54565 1.25074 1.80267 1.689 -0.356 -0.526 -0.01
O 0.58961 0.14353 1.65440 1.009 -0.475 0.179 0.01
H 3.33919 -0.48125 -0.31860 -0.146 -0.701 -0.160 0.01
C -0.41184 0.70110 0.90987 -1.945 -0.848 2.212 -0.36
C 0.57065 -0.32653 -1.03694 -0.847 -0.295 -1.273 -0.22
H -1.94417 2.10378 1.26710 -0.773 -0.014 0.420 0.08
H 0.90947 -1.23506 -0.54915 0.340 0.403 0.517 0.11
H -1.22429 1.01257 -0.97280 -0.133 -0.196 -0.079 0.12
O 3.27599 0.37886 0.07093 0.063 1.011 0.792 -0.06
O -2.21431 -2.25966 -1.15409 0.236 0.448 1.083 -0.06
H 2.58497 0.34898 0.75630 0.245 -0.235 -0.486 0.01
H -2.20752 0.42563 2.06836 -0.519 0.234 -0.616 0.08
H 0.43402 0.08367 2.61794 -0.293 0.370 -0.969 0.12
H 0.52121 0.54731 -2.98042 0.233 0.291 0.163 0.06
```
Forces are in eV/Å.

Orbital gap ... 8.99 eV
SMILES ... C=C/C=C(/C)O.O.O
HOMO ... -0.3190 Ha

=====

# 3
Molecular formula: C10H21IrN3P
Method: DFT, ωB97M-V with the def2-TZVPD basis set

Structure (XYZ):
```
36
Properties=species:S:1:pos:R:3:forces:R:3:mulliken_spin:R:1
H -2.18052 2.94821 -0.64045 -0.017 0.023 -0.263 0.00
Ir -1.45762 -0.02582 0.17510 -1.918 4.118 -0.293 2.80
P -2.70448 -1.73598 0.46284 -1.096 -3.931 0.552 0.27
H -2.45599 0.39377 -1.46162 -0.819 1.043 -1.268 0.13
H -2.10547 2.98262 -5.02005 -0.209 -0.095 0.449 0.01
H -0.07916 -0.19811 -0.98591 0.779 -0.226 -0.973 -0.07
C -2.23821 2.67354 -1.69008 -0.401 -3.010 -0.450 0.34
H 2.70331 0.98047 3.81602 -0.295 0.070 0.004 0.00
H 0.02636 1.12752 1.98947 -0.164 -0.043 -0.538 0.01
H -2.76401 0.47967 -4.25105 0.241 0.529 0.410 0.02
H 1.77832 -2.88527 1.51724 0.006 0.182 -0.372 0.00
N 1.31258 -1.24105 0.25406 -0.141 -0.024 -0.147 0.01
C -2.21679 2.65209 -3.98348 -0.285 2.750 0.348 0.10
H -4.12110 -1.58611 0.35656 0.519 -0.128 0.029 0.06
C 1.83125 0.93301 3.16375 -0.033 0.077 0.376 0.00
H -2.01329 4.58920 -2.83246 -0.025 -0.277 -0.177 0.01
H 3.29093 -1.82530 2.56339 0.179 0.354 -0.053 0.00
H -2.56389 -2.21579 1.80232 -0.513 -0.089 -0.194 0.06
N 0.06800 0.46154 1.22335 2.190 -0.164 1.448 0.11
C 0.67625 -1.02789 -1.04569 0.366 -0.100 0.202 0.02
H 2.92974 -2.60332 0.16555 -0.301 -0.199 0.123 0.00
C 1.14705 -0.31945 1.23157 0.675 0.287 0.806 0.10
C 3.34772 -0.78876 2.20476 0.543 -0.248 0.055 0.00
H 0.93632 0.75238 3.76947 0.179 0.066 0.060 0.00
C 1.87366 -2.56938 0.46945 0.371 -0.362 0.018 0.00
H -2.45263 -2.94370 -0.27573 -0.602 0.184 0.272 0.03
H 1.40372 -0.64096 -1.77174 -0.161 -0.125 0.021 0.01
C -2.16267 3.51445 -2.85121 0.295 -1.508 -2.158 0.24
C -2.39314 1.29623 -2.15056 -0.197 1.359 0.233 0.24
C -2.51513 1.32290 -3.59144 0.816 -0.422 1.682 0.45
H 1.31557 -3.29227 -0.14480 0.146 0.298 0.232 0.01
H 0.22947 -1.95238 -1.41237 0.031 0.170 0.031 0.01
N 2.04430 -0.15181 2.22127 -0.142 -0.267 -0.611 0.03
H 3.99521 -0.22121 2.87812 -0.016 -0.238 -0.248 0.00
H 3.78674 -0.77777 1.19830 -0.122 0.043 0.284 0.00
H 1.72760 1.89475 2.64605 0.122 -0.096 0.111 0.00
```
Forces are in eV/Å.

Spin multiplicity ... 6
Orbital gap (alpha / beta) ... 4.92 / 5.37 eV
Net charge ... +1
HOMO (alpha / beta) ... -0.2665 / -0.3910 Ha

=====

# 4
Molecular formula: C3H12N3O
Method: DFT, ωB97M-V with the def2-TZVPD basis set

Structure (XYZ):
```
19
Properties=species:S:1:pos:R:3:forces:R:3:mulliken_spin:R:1
H -1.05011 0.81131 1.25124 0.964 -1.089 0.804 -0.07
H 0.68758 -2.24730 0.46606 -0.767 0.728 -0.372 -0.03
H 0.48202 1.13265 1.56604 0.989 0.061 -0.456 -0.14
O -2.15681 1.06545 0.09359 0.593 -0.153 0.844 -0.04
H -2.86804 1.64484 -0.21265 0.344 -0.152 -0.435 0.05
H 1.72450 -0.68623 -0.90681 0.057 -0.046 -0.396 -0.05
N -0.05805 0.30954 1.28530 -2.813 0.476 3.864 0.29
H -1.13998 -1.95309 0.56393 1.626 -0.060 -1.540 0.00
N 1.98875 1.09053 0.02308 -1.129 1.406 0.966 1.14
H -0.14524 -1.91320 -1.07524 -0.672 -1.368 -0.795 0.00
H 2.80569 0.75280 0.43695 2.689 -1.869 0.924 -0.20
C -0.16769 -1.71041 -0.03265 -0.859 -1.226 2.154 0.14
C -1.32387 0.39974 -0.84872 -0.061 0.327 -1.075 0.14
H -1.91953 -0.38129 -1.30576 0.124 -0.609 0.072 -0.01
C -0.05883 -0.23172 -0.09078 -1.114 1.412 -2.574 0.19
N 1.13900 0.14597 -0.75077 -0.406 -2.378 0.555 0.88
H -1.03819 1.05748 -1.70248 0.260 -0.153 0.874 -0.05
H 0.01045 -0.43517 2.11361 -0.227 1.643 -1.790 -0.09
H 2.29528 1.70935 -0.64855 0.404 3.050 -1.623 -0.14
```
Forces are in eV/Å.

Spin multiplicity ... 3
Orbital gap (alpha / beta) ... 4.78 / 7.12 eV
Net charge ... +1
HOMO (alpha / beta) ... -0.2752 / -0.5564 Ha

=====

# 5
Molecular formula: C2H6N2O2
Method: DFT, ωB97M-V with the def2-TZVPD basis set

Structure (XYZ):
```
12
Properties=species:S:1:pos:R:3:forces:R:3:lowdin_charge:R:1
H -0.66864 1.84923 -1.54539 0.030 0.038 0.013 0.07
C 0.17230 -1.06273 1.55917 -0.223 -0.138 0.326 -0.09
H 0.86591 -0.82011 2.36884 -0.110 -0.046 -0.035 0.08
C 0.10087 1.56222 -0.83006 0.538 0.139 -0.049 -0.16
H 0.36803 2.44190 -0.23092 0.003 -0.024 -0.035 0.08
N -0.44745 0.55447 0.02186 -0.626 -0.614 0.705 -0.09
N -0.97159 -0.77609 -1.92846 1.101 -1.923 0.515 0.10
O 0.53887 -0.29378 0.43204 0.383 0.827 -0.663 -0.23
O -0.36388 -1.73089 -1.66916 -1.174 1.693 -0.603 -0.01
H 0.99825 1.22216 -1.35124 0.023 0.016 -0.106 0.08
H -0.84859 -0.82363 1.85862 0.060 -0.021 -0.035 0.08
H 0.25594 -2.12276 1.31470 -0.005 0.054 -0.033 0.08
```
Forces are in eV/Å.

Orbital gap (alpha / beta) ... 8.65 / 8.28 eV
HOMO (alpha / beta) ... -0.3045 / -0.3081 Ha

=====

# 6
Molecular formula: C24H25N2
Method: DFT, ωB97M-V with the def2-TZVPD basis set

Structure (XYZ):
```
51
Properties=species:S:1:pos:R:3:forces:R:3:lowdin_charge:R:1
C -1.81777 1.23990 -2.51690 -0.090 0.146 0.026 0.01
H -2.77820 1.10531 4.96052 -0.058 -0.290 -0.152 0.11
C -0.36903 -0.06227 3.02178 0.154 -0.697 -0.039 -0.32
H -2.53462 2.31833 3.02346 -0.014 -0.254 -0.160 0.11
H -1.59596 1.92400 -1.70619 -0.437 -0.040 -0.314 0.09
H 2.69837 -1.64083 -2.05729 0.123 -0.347 -0.303 0.12
C -0.09117 -1.56363 -4.03132 1.191 -0.744 0.302 -0.10
N -1.08255 0.96452 2.33024 0.092 0.916 -0.038 -0.04
H -0.56016 1.51555 -0.10962 0.276 0.183 -0.280 0.07
H -0.42498 -1.01588 2.46702 0.151 -0.054 0.135 0.13
H -3.68766 2.16861 -3.06281 0.232 -0.288 -0.091 0.12
C 0.78255 0.21235 -1.05319 0.060 -0.119 -3.211 0.06
H 1.63174 -4.05884 -5.53556 0.027 0.304 0.249 0.12
H -0.62638 0.24571 5.18178 0.008 -0.150 -0.230 0.12
C 2.01957 -1.93517 -2.85640 -0.103 -0.141 -0.120 0.01
C 1.40014 -3.25812 -4.83032 0.068 0.192 0.321 -0.04
C 2.31624 -2.93442 -3.80641 -0.438 0.171 -0.003 -0.04
C 2.11069 -0.65649 3.01294 -0.112 0.507 0.038 -0.05
H -4.16002 0.60148 -4.93838 0.251 0.040 0.142 0.12
C -1.18048 -0.63713 -3.93266 -0.872 0.817 0.312 -0.10
H -0.54645 -2.75582 -5.73815 0.451 -0.159 0.081 0.12
C 3.44284 -0.31190 3.27332 -0.068 0.143 0.061 -0.09
H 2.98002 2.94071 4.25734 0.006 -0.389 -0.096 0.11
H 0.49014 2.37617 -1.23077 0.172 -0.585 -0.050 0.13
C -2.98112 1.37082 -3.29736 0.258 -0.367 -0.141 -0.03
C -2.52527 0.44068 4.12791 -0.105 -0.263 -0.138 -0.15
H 0.60077 2.30768 3.78084 0.404 -0.299 -0.032 0.12
C 2.74657 1.93048 3.91071 -0.226 -0.372 -0.105 -0.07
H -3.17515 0.94890 2.08558 0.008 0.042 0.251 0.11
H -1.25205 -1.30196 4.57260 0.019 0.220 0.129 0.11
H -0.89917 1.14198 1.36169 -0.066 -0.331 0.484 0.05
H 1.15313 1.69814 0.31394 -0.363 0.287 -0.185 0.11
C 0.45761 1.53305 -0.52170 -0.004 0.188 1.402 -0.02
H 1.82746 -1.65303 2.65787 0.225 0.267 0.175 0.11
C 0.79925 -1.29465 -2.97130 -0.064 -1.034 -1.232 -0.13
H 4.79803 1.22673 3.97467 -0.373 -0.078 -0.158 0.11
C -0.93698 0.21903 -2.83064 -0.700 -0.252 -1.170 -0.10
C 1.41350 1.58201 3.65192 0.537 0.068 0.001 -0.05
C -2.40550 1.24195 2.81782 -0.510 0.289 0.108 -0.21
C 0.19213 -2.56286 -4.95872 0.015 0.298 0.432 0.02
C 3.76127 0.97418 3.73569 -0.241 -0.093 -0.056 -0.09
H -3.30606 -0.32074 4.01886 0.084 0.243 0.188 0.11
C 1.09953 0.29152 3.21457 -0.095 -0.062 0.076 -0.21
C -1.15534 -0.23554 4.35118 0.130 0.182 -0.108 -0.11
H 1.64500 -0.33846 -0.67745 -0.340 -0.049 0.031 0.15
H 4.22677 -1.05932 3.12421 -0.206 0.314 0.099 0.10
H 3.26503 -3.46962 -3.75529 -0.299 0.199 0.047 0.12
N 0.27195 -0.22191 -2.20034 0.587 0.757 2.370 0.08
C -3.23843 0.49447 -4.36740 0.107 0.155 0.224 -0.03
C -2.32871 -0.51340 -4.70894 0.369 0.187 0.551 0.02
H -2.47107 -1.21228 -5.53336 -0.220 0.341 0.173 0.13
```
Forces are in eV/Å.

Orbital gap ... 5.58 eV
Net charge ... +1
HOMO ... -0.3912 Ha

=====

For the records above, the corresponding F_max values read 0.103; 0.060; 0.089; 0.093; 0.044; 0.063 Eh/bohr.
For the records above, the corresponding energy relative to the best compared isomer or geometry (same formula, charge and spin) values read 3.4153; 2.3731; 0.5837; 3.8073; 6.3501; 1.1855 eV.